A molecular structure, C39H44BrF4HgN6O2Se in a non-equilibrium geometry. Source: the Open Molecules 2025 dataset; level of theory: ωB97M-V/def2-TZVPD.

XYZ file:
```
98
Properties=species:S:1:pos:R:3:forces:R:3
Hg 0.789981 1.755658 0.426521 0.80 0.99 -0.14
C 0.505027 5.044573 -1.423891 0.04 -0.09 0.16
N 1.248408 4.455978 -0.313170 -0.06 0.16 0.00
C 1.241240 5.365359 0.829165 -0.04 -0.25 -0.01
C 2.610515 4.145132 -0.718038 -0.17 -0.17 0.23
C 3.426104 3.418650 0.354128 -0.06 -0.02 0.25
N 2.679992 2.420546 1.130186 -0.25 0.12 -0.63
C 3.317736 1.807308 2.164880 0.07 -0.08 0.47
C 2.589638 1.479063 3.331990 0.06 0.02 -0.29
F 1.280416 1.773032 3.361405 -0.34 0.08 0.02
C 3.154244 0.913847 4.446838 0.11 -0.12 0.07
F 2.392299 0.709977 5.531676 -0.11 -0.10 -0.01
C 4.493060 0.578207 4.486061 0.06 -0.04 0.04
C 5.235046 0.881291 3.365069 -0.05 0.00 0.21
F 6.538231 0.571464 3.343250 0.13 -0.01 -0.05
C 4.687907 1.488485 2.252246 -0.21 0.01 -0.11
F 5.512369 1.718310 1.215441 0.05 0.00 -0.18
H 0.925052 6.019383 -1.716218 -0.01 0.02 -0.02
H -0.536861 5.181959 -1.133858 0.02 0.00 -0.01
H 0.533144 4.384260 -2.288187 -0.01 -0.10 -0.02
H 1.796824 6.289630 0.610539 0.00 0.04 0.01
H 1.687487 4.877430 1.698310 -0.03 0.05 -0.06
H 0.211196 5.625700 1.071907 0.01 0.01 0.02
H 3.150605 5.070819 -0.970731 0.13 -0.02 -0.08
H 2.562706 3.538520 -1.620836 -0.09 -0.08 -0.09
H 3.811838 4.174881 1.049115 0.06 -0.07 0.07
H 4.289348 2.984629 -0.146879 0.10 0.03 -0.09
H 4.934518 0.106606 5.352576 0.00 0.06 -0.03
C 1.658754 1.436458 -3.251385 -0.04 0.01 0.06
O 0.682534 1.618298 -2.244753 0.11 0.16 0.01
C -0.645331 1.635259 -2.625127 -0.14 0.08 0.18
C -1.027111 1.540589 -3.966991 0.13 0.03 -0.14
C -2.382820 1.545981 -4.266509 -0.04 0.04 0.01
Br -2.903032 1.396482 -6.093445 0.01 0.00 0.06
C -3.345881 1.642579 -3.300149 -0.02 0.00 0.02
C -2.969877 1.751399 -1.927011 -0.11 0.02 0.31
C -1.568828 1.770512 -1.585272 0.18 -0.16 -0.05
O -1.213440 1.890107 -0.297851 -0.23 0.10 -0.06
C -3.959434 1.821786 -0.939288 0.13 -0.01 -0.02
N -3.797256 1.834805 0.434161 -0.11 0.00 -0.06
C -5.020535 1.879052 1.073801 0.07 0.04 -0.05
C -5.364282 1.916477 2.413713 0.04 -0.02 -0.10
C -6.723486 1.975110 2.726868 -0.03 -0.01 0.05
C -7.694085 1.992062 1.736254 -0.05 -0.01 -0.03
C -7.349021 1.951224 0.382341 0.07 -0.01 0.00
C -6.004601 1.896673 0.072173 0.06 0.01 -0.10
N -5.333172 1.861623 -1.144494 -0.07 -0.05 0.16
H 1.661186 2.266386 -3.963808 -0.01 0.01 0.01
H 1.500690 0.502977 -3.792974 -0.03 -0.08 -0.03
H 2.621677 1.392141 -2.746548 -0.01 0.01 0.04
H -0.302927 1.455315 -4.763389 -0.03 0.02 0.06
H -4.389481 1.616619 -3.584636 0.05 0.01 -0.02
H -2.870375 1.811345 0.824167 0.11 0.02 0.03
H -4.604816 1.898978 3.185233 -0.04 0.01 -0.01
H -7.032041 2.007989 3.764707 0.05 -0.01 -0.03
H -8.739376 2.036272 2.017267 0.05 0.00 -0.03
H -8.106657 1.960942 -0.392244 0.03 0.01 0.04
H -5.771676 1.860234 -2.043536 0.00 0.02 -0.04
C -0.513446 -3.162764 3.387774 0.09 0.08 0.03
C 0.619994 -2.293285 3.940838 -0.02 -0.15 -0.10
C 2.017784 -2.688111 3.447783 -0.24 0.05 -0.15
C 2.375080 -2.193992 2.043603 0.08 -0.11 0.29
N 1.697444 -2.921913 0.980317 0.20 0.14 0.00
C 0.762610 -2.415592 0.151346 -0.39 0.04 0.15
Se -0.079290 -0.742968 0.174812 -0.27 -1.08 -0.14
N 0.349555 -3.418713 -0.661667 0.10 0.08 -0.22
C -0.575358 -3.292922 -1.784598 0.02 -0.04 -0.08
C 0.145412 -3.229148 -3.128328 -0.06 -0.01 0.03
C -0.845904 -3.211434 -4.294938 -0.03 0.19 0.08
C -1.501647 -1.845347 -4.504515 0.08 -0.21 -0.02
C 1.052488 -4.578575 -0.361637 -0.07 0.05 0.05
C 0.981866 -5.859890 -0.886333 -0.04 -0.05 -0.06
C 1.822419 -6.813221 -0.333471 -0.05 0.01 -0.06
C 2.710738 -6.488814 0.694194 0.04 -0.01 0.07
C 2.775028 -5.207950 1.219470 0.10 0.02 0.03
C 1.916810 -4.261087 0.680334 -0.05 -0.02 -0.04
H -1.444867 -2.963536 3.920977 0.03 -0.01 -0.03
H -0.279011 -4.225308 3.503814 -0.03 0.04 0.00
H -0.700005 -2.962987 2.332355 0.00 -0.02 -0.02
H 0.616685 -2.371884 5.030408 0.00 0.05 -0.01
H 0.434236 -1.243803 3.694794 0.00 0.02 0.06
H 2.115790 -3.777039 3.487864 0.06 0.02 0.06
H 2.765096 -2.274953 4.124105 0.10 0.06 0.03
H 3.450804 -2.280862 1.877879 0.01 -0.02 -0.06
H 2.102526 -1.149346 1.931227 0.00 0.15 -0.03
H -1.165122 -2.396314 -1.620060 -0.06 0.02 0.06
H -1.246868 -4.153610 -1.761801 0.00 -0.02 0.07
H 0.811715 -4.090695 -3.216219 0.03 0.00 0.01
H 0.768757 -2.329015 -3.150705 0.01 -0.03 0.00
H -1.618965 -3.966243 -4.118476 0.05 -0.07 -0.04
H -0.320312 -3.499100 -5.207308 -0.04 -0.05 -0.01
H -1.967357 -1.469214 -3.590284 0.03 0.05 -0.05
H -2.271162 -1.893585 -5.276628 0.02 0.03 0.04
H -0.755086 -1.118219 -4.828887 -0.07 0.04 0.07
H 0.296443 -6.108144 -1.687755 0.05 0.02 0.04
H 1.789949 -7.828948 -0.707042 0.01 0.05 0.01
H 3.358788 -7.257264 1.096993 -0.02 0.04 -0.03
H 3.472978 -4.960576 2.009033 -0.06 -0.02 -0.01
```
Forces are in eV/Å.

Output
E_HOMO (alpha / beta): -4.5240 / -7.1967 eV
HOMO-LUMO gap (alpha / beta): 4.74 / 7.41 eV
Multiplicity: 2
Lowest unoccupied orbital energy (alpha / beta): 0.21 / 0.21 eV
Charge: 0

A molecular structure, C27H30Cl3GeO5PRuS2. Source: the Open Molecules 2025 dataset; level of theory: ωB97M-V/def2-TZVPD.

XYZ file:
```
70
Properties=species:S:1:pos:R:3:forces:R:3
Ru 1.240269 -0.669218 0.016007 -0.24 0.32 -0.05
C -5.433759 0.505596 1.052019 -0.06 -0.06 0.00
O -4.780299 1.624616 1.617819 0.03 0.05 -0.01
C -3.426776 1.563728 1.717264 0.07 -0.04 0.01
C -2.806318 2.733717 2.199677 -0.01 0.06 0.02
C -1.444575 2.763014 2.294662 -0.02 -0.02 -0.01
C -0.622348 1.679618 1.911996 -0.01 -0.12 0.02
C 0.817297 1.809134 2.019393 0.04 0.12 -0.10
C 1.405975 3.017484 2.717030 0.02 -0.03 0.01
O 1.641825 1.008089 1.561646 -0.07 -0.19 0.18
C -1.261391 0.488477 1.444315 0.07 0.04 -0.12
O -0.642031 -0.572779 1.061236 0.08 -0.11 0.24
C -2.678568 0.468572 1.372626 -0.11 -0.03 0.06
H -6.488768 0.766855 1.007122 0.00 -0.02 -0.01
H -5.307301 -0.385599 1.673841 0.01 0.02 0.00
H -5.059365 0.298949 0.046345 -0.01 0.00 0.05
H -3.419666 3.580918 2.472518 0.00 0.01 0.01
H -0.978322 3.665916 2.663235 -0.01 0.02 0.00
H 1.130757 3.935557 2.196371 0.01 0.00 -0.01
H 2.487729 2.914473 2.705306 0.00 -0.01 0.00
H 1.047802 3.089773 3.744441 -0.01 0.02 0.00
H -3.118295 -0.434707 0.974768 0.01 0.01 0.00
C 4.714739 -5.495557 1.786564 -0.04 0.01 -0.03
C 3.226947 -5.403969 2.030524 0.03 0.00 0.02
O 2.606904 -4.845734 0.854848 0.02 -0.01 0.01
P 1.502336 -3.714565 0.977652 0.00 0.20 0.01
S 1.226973 -2.982296 -0.883034 0.01 -0.14 -0.04
S 1.893543 -2.298169 2.284918 -0.02 -0.15 0.07
O 0.233411 -4.600883 1.402698 0.06 0.08 -0.02
C -1.034471 -3.931327 1.564012 -0.03 0.04 0.03
C -1.775221 -4.590594 2.703599 0.02 -0.01 -0.04
H 5.205231 -5.960223 2.643352 0.00 -0.01 0.02
H 5.129418 -4.499798 1.636248 0.01 0.01 -0.01
H 4.918710 -6.094483 0.898901 0.01 -0.01 0.00
H 3.014111 -4.764578 2.889946 0.00 -0.01 -0.01
H 2.775507 -6.383858 2.198142 0.00 0.01 0.00
H -1.575112 -4.022763 0.619718 0.00 -0.01 0.01
H -0.871798 -2.868816 1.761537 -0.02 -0.03 -0.02
H -1.859336 -5.665059 2.536039 -0.02 -0.01 0.01
H -2.778645 -4.170658 2.785411 -0.01 0.01 0.01
H -1.251926 -4.423159 3.644757 0.02 -0.01 0.00
C 1.750176 4.300643 -5.066990 0.01 0.01 -0.01
C 2.745198 4.217538 -4.104355 0.04 0.03 -0.01
C 2.601770 3.357205 -3.028641 -0.08 -0.03 0.01
C 1.454860 2.570052 -2.882513 -0.06 0.14 -0.15
C 0.467959 2.648707 -3.871377 0.08 -0.01 0.05
C 0.616836 3.507240 -4.947568 -0.02 0.01 -0.02
C 1.398030 1.673304 -1.716786 -0.06 -0.12 0.20
C 0.404436 0.902469 -1.233037 0.73 0.10 -0.24
C -0.991176 0.938201 -1.630661 -0.48 -0.08 0.05
C -1.744246 2.111077 -1.457612 0.12 -0.14 -0.04
C -3.100247 2.130973 -1.723367 -0.09 0.02 -0.06
C -3.746490 0.983092 -2.169437 0.03 0.04 -0.04
C -3.018636 -0.188959 -2.330963 -0.04 0.00 -0.02
C -1.662263 -0.218096 -2.049868 0.07 0.11 0.00
H 1.861536 4.968368 -5.912339 0.00 0.00 0.00
H 3.642730 4.816416 -4.196219 0.00 0.00 0.00
H 3.389740 3.273524 -2.288801 0.00 -0.01 0.01
H -0.412611 2.027964 -3.803560 -0.02 -0.02 0.00
H -0.156338 3.552785 -5.704921 0.00 0.00 0.00
H 2.353480 1.665187 -1.190303 0.00 -0.09 -0.02
H -1.245464 3.002776 -1.097322 0.01 0.00 0.01
H -3.661200 3.046061 -1.573511 0.00 -0.01 0.00
H -4.808766 1.001375 -2.381624 0.00 0.00 -0.01
H -3.512564 -1.092662 -2.668127 -0.01 0.00 0.00
H -1.109472 -1.146342 -2.145106 0.01 0.02 0.00
Cl 5.510403 -1.724911 0.730624 -0.01 0.02 0.00
Ge 3.974813 -0.414701 -0.197509 -0.05 -0.03 -0.04
Cl 4.502739 -0.643445 -2.352954 0.03 0.02 0.00
Cl 4.889571 1.598468 0.189380 0.00 -0.01 0.00
```
Forces are in eV/Å.

Output
E_HOMO (alpha / beta): -4.1815 / -5.3341 eV
HOMO-LUMO gap (alpha / beta): 6.63 / 6.63 eV
Multiplicity: 6
ΔE to the lowest compared entry with this formula, charge and spin: 0.0 kcal/mol
Lowest unoccupied orbital energy (alpha / beta): 2.44 / 1.30 eV
Charge: -1

Question: Among the records above, which one has the lowest multiplicity?
Answer: C39H44BrF4HgN6O2Se

Question: What is the charge in the first record?
Answer: 0

Question: What is the formula in the second record?
Answer: C27H30Cl3GeO5PRuS2